(1)
A molecular structure, C8H19CrF6NO10S2 in a non-equilibrium geometry, computed with wB97M-V/def2-TZVPD.

Cartesian coordinates (Å):
1 Cr 7.514 7.240 8.274
2 C 6.939 6.750 12.792
3 F 7.041 7.881 13.404
4 F 8.116 6.327 12.539
5 F 6.398 5.853 13.582
6 S 5.994 7.191 11.279
7 O 4.658 6.785 11.457
8 O 6.369 8.584 11.028
9 N 6.592 6.360 10.045
10 S 6.398 4.646 10.038
11 O 7.267 4.011 9.127
12 O 6.477 4.365 11.391
13 C 4.673 4.569 9.333
14 F 3.756 4.424 10.319
15 F 4.331 5.647 8.693
16 F 4.705 3.514 8.489
17 C 8.546 4.315 6.097
18 C 8.069 5.449 7.002
19 O 8.868 5.950 7.823
20 O 6.920 5.976 6.937
21 H 8.349 4.599 5.082
22 H 7.976 3.426 6.343
23 H 9.593 4.083 6.270
24 C 9.065 8.494 5.869
25 O 8.100 8.473 6.936
26 H 8.923 9.279 5.151
27 H 10.027 8.568 6.333
28 H 9.059 7.536 5.365
29 H 7.568 9.268 7.006
30 C 9.992 8.715 10.324
31 O 9.022 7.722 9.900
32 H 10.870 8.331 10.799
33 H 10.234 9.325 9.466
34 H 9.437 9.393 10.991
35 H 9.154 6.906 10.415
36 C 10.303 4.683 11.968
37 O 9.980 5.239 10.676
38 H 9.404 4.330 12.501
39 H 10.997 3.813 11.872
40 H 10.754 5.471 12.526
41 H 9.783 4.640 9.949
42 C 5.137 9.492 7.762
43 O 6.277 9.045 8.514
44 H 4.742 10.381 8.229
45 H 5.472 9.749 6.754
46 H 4.365 8.692 7.716
47 H 5.920 8.764 9.387

Output
- 2S+1: 4
- Orbital gap (alpha / beta): 9.01 / 9.70 eV
- Charge: +1

=====

(2)
2 unconnected molecules or ions with the total composition C4H10N3 in a non-equilibrium geometry, computed with wB97M-V/def2-TZVPD.

Cartesian coordinates (Å):
1 C 0.359 0.328 0.887
2 C -0.127 1.860 0.873
3 C -1.253 -2.329 -1.053
4 C -0.002 1.733 -0.622
5 N -0.605 -1.441 -1.706
6 N 1.441 0.066 1.575
7 N 0.453 0.559 -0.574
8 H -1.122 2.162 1.310
9 H 0.637 2.616 1.160
10 H -1.816 -3.244 -1.430
11 H -1.026 -2.523 -0.015
12 H -0.282 2.375 -1.387
13 H 1.974 0.691 2.137
14 H 1.660 -0.923 1.705
15 H -0.398 -0.353 1.040
16 H 0.923 -0.142 -1.203
17 H -0.815 -1.435 -2.698

Output
- Orbital gap: 10.20 eV
- Charge: +1
- Relative energy (zero: lowest compared OMol25 entry of this formula, charge and spin): 333.0 kJ/mol

=====

(3)
C7H10BrClO6S in the gas phase in a non-equilibrium geometry, computed with wB97M-V/def2-TZVPD.

Cartesian coordinates (Å):
1 C -1.020 2.040 1.436
2 C -1.742 0.619 1.823
3 C -1.538 -0.581 0.711
4 C 0.016 -1.074 0.517
5 Br -0.270 -3.047 0.082
6 O 0.882 -0.972 1.738
7 S 2.428 -1.232 0.989
8 O 3.320 -0.073 1.494
9 O 3.091 -2.512 1.588
10 O 2.116 -1.421 -0.676
11 C 0.867 -0.598 -0.809
12 O 1.445 0.764 -0.852
13 C 0.151 -0.726 -2.288
14 C -0.095 0.836 -2.830
15 O 0.677 1.429 -3.758
16 Cl -1.534 1.892 -2.207
17 H -0.449 2.039 0.414
18 H -0.231 2.301 2.282
19 H -1.795 2.945 1.377
20 H -1.479 0.220 2.905
21 H -2.915 0.836 1.849
22 H -2.129 -1.523 1.146
23 H -2.091 -0.330 -0.315
24 H 2.368 0.645 -1.247
25 H 0.845 -1.249 -3.104
26 H -0.918 -1.227 -2.263

Output
- SMILES: CCC[C@]1(Br)OS(=O)(=O)O[C@@]1(O)CC(=O)Cl
- Orbital gap: 10.21 eV
- Charge: 0
- Relative energy (zero: lowest compared OMol25 entry of this formula, charge and spin): 648.4 kJ/mol

=====

(4)
C5H9N3 in the gas phase in a non-equilibrium geometry, computed with wB97M-V/def2-TZVPD.

Cartesian coordinates (Å):
1 H -2.924 0.605 -0.304
2 N -2.661 -0.366 -0.359
3 C -1.420 -0.463 -0.142
4 C -0.731 -1.820 0.057
5 C 0.530 -1.595 0.361
6 C 0.799 -0.048 0.433
7 C 1.830 0.323 -0.571
8 N -0.470 0.492 -0.053
9 N -0.942 1.785 0.275
10 H -1.210 -2.744 -0.033
11 H 1.294 -2.284 0.412
12 H 0.948 0.297 1.472
13 H 1.327 0.124 -1.583
14 H 2.832 -0.215 -0.629
15 H 2.116 1.381 -0.414
16 H -0.450 2.577 -0.191
17 H -0.867 1.951 1.270

Output
- SMILES: [H]/N=C1/C=C[C@@H](C)N1N
- Orbital gap: 9.54 eV
- Charge: 0
- Relative energy (zero: lowest compared OMol25 entry of this formula, charge and spin): 202.0 kJ/mol

=====

(5)
A molecular structure, C36H78I2N4O9PSSi in a non-equilibrium geometry, computed with wB97M-V/def2-TZVPD.

Cartesian coordinates (Å):
1 C -1.081 -2.835 2.774
2 C 0.121 -3.636 2.055
3 C 0.894 -2.769 0.974
4 I 2.964 -3.365 0.755
5 C 0.083 -2.600 -0.423
6 N -0.560 -3.887 -0.727
7 C 0.200 -4.847 -1.002
8 S 1.161 -5.994 -1.705
9 C 1.023 -1.970 -1.508
10 N 0.381 -1.177 -2.613
11 I 0.025 -2.558 -4.133
12 C -0.742 -0.236 -2.216
13 C -1.506 0.147 -3.563
14 C -2.434 1.437 -3.536
15 C -1.675 2.638 -4.294
16 C -2.730 3.736 -4.793
17 C -3.040 4.821 -3.677
18 C -1.933 5.967 -3.741
19 C -2.407 7.337 -3.093
20 C -2.662 7.231 -1.519
21 C -1.310 7.059 -0.681
22 C -0.608 8.447 -0.347
23 C 0.946 8.252 -0.008
24 C 1.862 8.340 -1.314
25 O 3.080 7.551 -1.170
26 C 3.374 7.029 -2.485
27 Si 0.119 1.292 -1.364
28 C 0.997 0.858 0.296
29 C -0.991 2.743 -0.847
30 C 1.474 2.104 -2.493
31 C -1.664 -1.094 -1.184
32 O -2.519 -2.040 -1.886
33 P -3.010 0.033 -0.335
34 O -2.524 0.342 1.289
35 O -4.444 -0.886 -0.144
36 O -0.957 -1.660 -0.092
37 H -0.887 -2.805 3.888
38 H -2.082 -3.304 2.535
39 H -1.031 -1.756 2.423
40 H -0.188 -4.661 1.700
41 H 0.873 -3.827 2.889
42 H 0.921 -1.714 1.401
43 H 1.588 -2.818 -2.019
44 H 1.880 -1.336 -1.106
45 H 1.135 -0.579 -3.004
46 H -2.207 -0.666 -3.940
47 H -0.690 0.380 -4.326
48 H -2.852 1.730 -2.538
49 H -3.347 1.261 -4.197
50 H -0.865 3.108 -3.666
51 H -1.167 2.258 -5.242
52 H -2.259 4.227 -5.699
53 H -3.676 3.209 -5.120
54 H -4.027 5.310 -3.975
55 H -3.195 4.390 -2.647
56 H -0.989 5.614 -3.225
57 H -1.724 6.160 -4.833
58 H -3.348 7.739 -3.566
59 H -1.574 8.090 -3.245
60 H -3.378 6.390 -1.293
61 H -3.179 8.199 -1.212
62 H -1.627 6.622 0.323
63 H -0.612 6.302 -1.154
64 H -1.091 8.908 0.560
65 H -0.720 9.178 -1.212
66 H 1.283 9.032 0.738
67 H 1.135 7.240 0.464
68 H 2.185 9.405 -1.491
69 H 1.241 7.927 -2.172
70 H 2.796 6.060 -2.630
71 H 4.481 6.810 -2.608
72 H 3.091 7.757 -3.308
73 H 2.026 0.416 0.162
74 H 1.190 1.867 0.793
75 H 0.329 0.308 1.012
76 H -1.581 3.256 -1.651
77 H -0.277 3.541 -0.443
78 H -1.680 2.533 0.036
79 H 1.195 1.851 -3.564
80 H 2.462 1.615 -2.204
81 H 1.518 3.221 -2.340
82 H -3.247 -1.553 -2.316
83 H -2.885 -0.410 1.802
84 H -4.208 -1.817 0.072
85 C 1.506 2.907 3.197
86 O 0.152 2.576 2.923
87 C -0.251 1.318 3.470
88 C -1.195 1.525 4.656
89 N -0.486 2.064 5.813
90 C -1.362 2.571 6.875
91 C -2.343 3.701 6.527
92 O -1.727 4.952 6.255
93 C -1.206 5.089 4.945
94 H 1.781 3.748 2.556
95 H 1.632 3.223 4.235
96 H 2.175 2.070 2.979
97 H 0.602 0.686 3.734
98 H -0.808 0.809 2.678
99 H -1.643 0.564 4.928
100 H -1.993 2.195 4.323
101 H 0.110 2.825 5.513
102 H -0.706 2.935 7.670
103 H -1.925 1.729 7.293
104 H -2.961 3.868 7.414
105 H -3.039 3.429 5.726
106 H -1.809 4.564 4.199
107 H -0.170 4.747 4.913
108 H -1.198 6.152 4.693
109 C 1.408 -8.599 1.003
110 O 1.197 -9.961 1.330
111 C 0.577 -10.711 0.284
112 C 1.574 -11.672 -0.366
113 N 2.569 -10.951 -1.157
114 C 3.725 -11.761 -1.557
115 C 4.578 -12.400 -0.453
116 O 5.328 -11.475 0.323
117 C 4.597 -10.830 1.352
118 H 1.662 -8.069 1.923
119 H 2.247 -8.487 0.310
120 H 0.509 -8.146 0.577
121 H 0.096 -10.067 -0.456
122 H -0.204 -11.310 0.761
123 H 1.032 -12.363 -1.017
124 H 2.039 -12.251 0.438
125 H 2.913 -10.163 -0.622
126 H 4.376 -11.103 -2.140
127 H 3.380 -12.545 -2.239
128 H 5.322 -13.031 -0.951
129 H 4.005 -13.074 0.193
130 H 3.838 -11.479 1.795
131 H 4.145 -9.911 0.974
132 H 5.300 -10.540 2.136

Output
- Orbital gap: 5.27 eV
- Charge: +1

=====

(6)
C3H3NO in the gas phase in a non-equilibrium geometry, computed with wB97M-V/def2-TZVPD.

Cartesian coordinates (Å):
1 C -0.655 -0.632 0.024
2 C -0.726 0.720 -0.006
3 O 0.519 1.232 0.111
4 C 1.358 0.139 0.294
5 N 0.635 -0.977 0.288
6 H -1.401 -1.391 -0.130
7 H -1.563 1.400 -0.056
8 H 1.833 -0.506 -0.523

Output
- SMILES: c1cocn1
- Orbital gap: 10.13 eV
- Charge: 0
- Relative energy (zero: lowest compared OMol25 entry of this formula, charge and spin): 252.3 kJ/mol

=====

Quick rundown of E, same order as above: -96958.8215; -8771.1475; -113098.9251; -9799.3733; -107174.6700; -6693.8769 eV